18
Properties=species:S:1:pos:R:3:forces:R:3 method="wB97M-V/def2-TZVPD" total_charge=0 total_energy_ha=-3557.34053 mol_weight_g_mol=217.57 e_homo_ev=-9.2 lumo_energy_ev=0.63 gap_ev=9.8378 smiles=CO[Si@@](C)(CCl)CBr
C 1.329 1.835 1.267 0.020 -0.794 0.527
C -0.363 -1.851 1.015 -0.574 0.987 0.254
C -2.154 0.049 -0.514 1.372 2.213 2.353
C 1.041 -0.226 -1.775 1.591 0.491 3.948
O 0.175 1.074 1.086 -1.685 -2.062 -1.051
Si -0.298 -0.218 0.118 0.352 0.931 -2.631
Cl -2.259 1.544 -1.549 -0.099 -0.499 0.428
Br 1.486 -1.953 -2.560 -0.315 0.196 0.289
H 1.002 2.782 1.631 0.030 0.902 0.112
H 1.872 1.913 0.352 0.562 0.299 -0.613
H 1.938 1.362 2.035 0.320 0.052 0.029
H -0.493 -2.772 0.447 0.208 0.270 -0.199
H 0.611 -1.812 1.514 -0.411 -0.626 0.639
H -1.286 -1.721 1.664 1.418 -0.296 -0.161
H -2.880 0.123 0.357 0.890 0.111 -1.120
H -2.415 -0.759 -1.102 -0.597 -1.694 -1.313
H 2.100 0.256 -1.469 -2.529 -1.068 -0.692
H 0.594 0.375 -2.516 -0.554 0.587 -0.800